The following is a quantum chemistry calculation of a structure of composition C28H16Cl2MnN8O9, from OMol25.

Computed properties:
E_HOMO (alpha / beta)	-1.904 / -1.484	eV
net charge	-2
relative energy (zero: lowest compared OMol25 entry of this formula, charge and spin)	0.0	kcal/mol
LUMO energy (alpha / beta)	0.1522 / 0.1521	Eh
spin multiplicity	2

Last column: Löwdin spin population.
Atoms and positions in Å:
C -1.1954 2.4146 0.9842  0.000
O -1.6810 -1.1716 -0.2101  0.010
C -0.5540 1.7920 2.2077  0.002
N 1.2169 2.5819 -2.9091  0.000
C -0.7919 2.0856 -4.0906  0.000
C -1.9836 1.4324 -4.2593  0.000
H 2.3029 1.5088 -0.0966  0.000
Cl 0.2133 -2.9251 7.0505  0.000
C -1.1996 4.1125 -0.6975  0.000
C 3.0043 -0.9537 1.8199  0.001
C -2.4496 3.6483 -1.0918  0.000
H 1.0657 -1.4193 -2.3953  0.000
H -3.3710 -0.0136 -3.4250  0.000
C 1.2113 -4.7503 -1.8280  -0.004
C -0.4342 0.8912 -1.9344  0.000
O 1.4904 3.3521 -3.8255  0.000
H 0.3965 3.8200 0.7266  0.000
O -2.3656 2.5326 -6.2407  0.000
O 0.2553 0.6742 -0.9131  0.005
H -0.4496 2.7989 -4.8216  0.000
H 5.1933 -0.6543 2.0995  0.000
C -1.7051 0.2225 -2.1836  0.001
C 1.2722 -3.5626 -2.5464  0.001
N 2.0850 -0.2173 1.1090  -0.002
N 0.1261 -2.1108 1.9407  -0.002
O -3.4743 -1.1846 -1.5185  0.001
N -2.7751 1.7095 -5.4328  0.000
H 0.3044 -3.4989 4.2763  0.000
N 4.0539 0.7035 0.8711  0.001
N 0.7639 -2.3202 -0.5778  -0.005
C 1.0408 -2.3722 -1.8785  -0.003
O -3.8266 1.1089 -5.5779  0.000
C 2.7422 0.7661 0.5470  0.003
H -0.5151 1.3334 4.7911  0.000
H -2.9734 4.0807 -1.9351  0.000
N -2.3905 1.9651 0.6142  0.000
C -0.2116 -0.5296 5.7895  0.000
O -0.2059 2.5907 3.0931  0.003
H 2.7058 -1.8157 2.3936  0.000
C 0.1218 -2.4425 4.3898  0.000
C 0.0231 -1.8832 5.6559  0.000
C -0.3499 0.2761 4.6687  0.000
H 1.3740 -5.7000 -2.3231  0.000
C -0.0131 1.8301 -2.9755  0.000
C -2.9938 2.5762 -0.4053  0.000
C -0.0105 -1.6547 3.2510  -0.001
C -0.2690 -0.2545 3.3780  -0.001
C 4.2350 -0.3921 1.6881  0.000
H 0.8765 -5.5767 0.1511  0.000
H 1.4808 -3.5530 -3.6078  0.000
C -2.3444 -0.7884 -1.2153  0.001
C 0.7105 -3.4639 0.1195  -0.004
O 0.5744 -4.3768 2.3027  0.008
H -0.7195 4.9294 -1.2254  0.000
H 4.7521 1.3541 0.5650  0.000
H -3.9574 2.1687 -0.6959  0.000
C 0.9324 -4.6967 -0.4743  0.001
C -0.5691 3.4946 0.3636  0.000
O 1.9716 2.4390 -1.9614  0.000
C 0.4391 -3.3569 1.6053  0.006
Mn 0.0913 -0.7260 0.5555  0.984
N -0.4905 0.4557 2.2004  -0.002
C -2.4272 0.4989 -3.3041  -0.001
Cl -0.3290 0.2164 7.3689  0.000

Atomic forces in eV per Å
C 0.04 0.03 -0.01
O -0.13 -0.05 0.00
C -0.23 -0.11 0.16
N 0.01 -0.10 0.06
C 0.12 0.12 -0.09
C -0.04 -0.10 0.11
H 0.00 -0.01 -0.07
Cl 0.00 0.04 -0.04
C 0.04 -0.04 -0.02
C -0.08 0.03 0.09
C 0.03 -0.03 -0.06
H -0.02 -0.01 0.02
H 0.01 -0.01 0.01
C -0.01 0.09 -0.04
C 0.00 0.04 -0.16
O -0.06 0.15 -0.22
H 0.00 0.00 -0.01
O 0.10 0.18 -0.16
O 0.19 0.07 -0.03
H 0.00 0.01 -0.02
H -0.01 0.00 -0.01
C 0.10 0.09 0.02
C 0.01 -0.05 0.04
N -0.06 -0.22 -0.27
N 0.08 -0.20 0.23
O -0.05 0.03 0.00
N 0.09 -0.07 0.16
H 0.00 -0.01 -0.01
N -0.03 0.03 0.00
N -0.24 0.07 0.16
C 0.00 0.06 -0.06
O -0.21 -0.11 -0.02
C -0.06 0.05 0.14
H 0.00 0.00 0.01
H -0.01 0.01 0.02
N 0.05 0.01 -0.03
C 0.01 -0.03 0.01
O 0.08 0.01 -0.05
H 0.01 0.00 -0.03
C 0.01 -0.08 -0.05
C -0.01 0.02 0.08
C 0.00 0.04 -0.02
H 0.01 -0.01 0.01
C -0.21 -0.16 0.14
C -0.02 0.03 0.01
C -0.04 0.11 -0.01
C 0.01 -0.01 0.01
C 0.05 0.02 0.02
H 0.00 0.01 0.01
H 0.00 0.01 0.00
C 0.06 -0.13 0.09
C 0.05 0.04 -0.04
O 0.00 0.04 0.00
H -0.02 0.01 0.01
H 0.03 0.01 0.00
H 0.00 0.00 0.01
C 0.02 -0.06 0.00
C 0.00 0.04 0.01
O 0.09 -0.09 0.23
C -0.02 -0.10 0.02
Mn 0.32 0.32 -0.11
N -0.01 -0.03 -0.08
C -0.06 0.05 -0.12
Cl 0.00 -0.02 -0.03

---

The following is a quantum chemistry calculation of a structure of composition C28H16Cl5OPPd, from OMol25.

Computed properties:
E_HOMO	-0.284	eV
net charge	-2
relative energy (zero: lowest compared OMol25 entry of this formula, charge and spin)	4.1	kcal/mol
LUMO energy	0.1578	Eh
spin multiplicity	1

Last column: Löwdin charge in e.
Atoms and positions in Å:
C -6.2789 1.6000 -1.0148  -0.113
C 1.1262 -4.5438 -3.8610  -0.746
H 2.0432 -0.5781 2.1856  0.068
H -3.7240 3.3722 1.2481  0.090
C 1.7458 -3.4662 -4.4921  -0.718
C -5.0339 1.0225 -0.7733  -0.093
H -2.8110 -1.4340 5.4249  0.091
H -6.9869 1.0987 -1.6666  0.088
H -3.1424 -3.3689 -1.8944  0.089
H -5.9415 4.3933 0.8598  0.084
H -0.7336 -0.6071 -4.1125  0.097
O 1.7817 -0.9797 -1.8592  -0.130
C -1.3844 0.0751 -2.1663  -0.202
H -4.8306 -0.7460 4.1935  0.083
Cl 0.4827 -3.0210 -0.1953  0.735
H -1.8686 -2.7810 -3.9609  0.091
C -1.3214 -0.8504 -3.2336  -0.116
H -4.7838 0.0792 -1.2478  0.090
H -0.3662 -1.5986 5.5720  0.085
Cl -0.0322 -5.7215 -1.7171  0.619
C -1.4425 -0.8382 3.8543  -0.198
C -5.6952 3.4423 0.3994  -0.124
C 1.5973 -2.0687 -2.4441  -0.557
C -0.0408 -0.2405 1.8599  -0.206
H -7.5876 3.2612 -0.6144  0.081
C -2.7732 -1.5031 -0.9422  -0.139
C -2.7317 -0.9943 4.4340  -0.079
C -4.0954 1.6348 0.0585  -0.372
C -4.4519 2.8634 0.6206  -0.136
C -3.7348 -0.0287 2.4669  -0.113
C -6.6199 2.8099 -0.4253  -0.137
C -2.6797 -2.3914 -1.9826  -0.126
H -3.3098 -1.7792 -0.0406  0.101
C -2.1554 -0.2184 -1.0045  -0.537
P -2.2898 1.0591 0.2839  0.998
C 0.9823 -3.2197 -1.8329  -0.609
C 0.9476 -1.0743 3.9610  -0.135
Cl 0.8405 -6.0360 -4.7087  0.575
C -0.2741 -1.2076 4.5628  -0.099
Cl 2.7093 -0.9254 -4.6156  0.637
C -1.3153 -0.3200 2.5320  -0.215
C 1.0517 -0.6132 2.6288  -0.173
C 0.7512 -4.3933 -2.5191  -0.716
C 1.9756 -2.2813 -3.8149  -0.624
Pd -0.1298 -0.2796 -0.2609  0.436
C -2.5093 0.1286 1.8642  -0.320
H 1.8465 -1.3525 4.5065  0.079
C -1.9546 -2.0640 -3.1516  -0.131
C -3.8481 -0.6125 3.7522  -0.117
H -4.6345 0.3057 1.9666  0.082
Cl 2.2323 -3.6251 -6.1571  0.599
H -1.0027 1.0782 -2.3040  0.082

Atomic forces in eV per Å
C 0.06 -0.03 0.03
C -0.01 0.00 0.02
H 0.01 -0.04 -0.01
H -0.02 0.01 -0.02
C -0.01 0.05 0.04
C -0.04 -0.01 -0.04
H 0.02 0.01 0.00
H 0.01 0.00 0.00
H 0.00 0.01 -0.01
H 0.01 0.01 0.01
H 0.02 0.03 0.03
O 0.01 -0.22 0.06
C -0.08 -0.12 0.06
H -0.01 0.01 -0.01
Cl 0.20 -0.41 -0.11
H 0.00 0.00 0.03
C 0.04 0.02 0.13
H -0.01 0.03 0.00
H -0.01 0.00 0.00
Cl 0.01 0.05 -0.01
C -0.02 0.06 -0.06
C 0.08 -0.06 0.01
C 0.10 0.23 -0.05
C -0.21 -0.34 -0.09
H 0.00 0.00 0.00
C -0.05 -0.02 -0.08
C 0.06 0.01 -0.04
C 0.01 -0.02 -0.03
C -0.06 0.03 0.08
C 0.02 -0.02 0.07
C 0.05 -0.02 0.00
C 0.04 0.03 0.00
H -0.01 0.02 0.01
C 0.06 0.05 0.14
P -0.12 0.10 -0.18
C -0.05 -0.13 0.04
C 0.01 0.05 -0.08
Cl 0.02 0.06 0.03
C -0.02 0.00 -0.02
Cl -0.03 -0.08 0.02
C 0.04 0.11 0.08
C -0.01 0.04 0.07
C 0.01 0.02 -0.03
C 0.00 -0.04 -0.11
Pd -0.12 0.49 0.05
C 0.02 -0.03 0.03
H 0.00 0.00 -0.02
C -0.05 -0.05 0.02
C 0.01 0.04 -0.07
H -0.01 -0.03 0.02
Cl -0.02 0.01 0.05
H 0.03 0.08 -0.08

---

Which value of net charge does entry 1 give?
-2

---

Among the records above, which one has the highest spin multiplicity?
C28H16Cl2MnN8O9

---

Which of these has the highest spin multiplicity?
C28H16Cl2MnN8O9

---

Which of these has the lowest spin multiplicity?
C28H16Cl5OPPd